<a>
19
Properties=species:S:1:pos:R:3:mulliken_charge:R:1 method="wB97M-V/def2-TZVPD" e_lumo_ev=0.3 gap_ev=8.82 multiplicity=1 total_charge=0 mol_weight_g_mol=155.226 homo_ev=-8.52
C 1.767 -0.812 -0.290 0.1404
C 2.777 -0.702 0.855 -0.0583
C 3.213 0.765 -0.602 -0.1508
C 0.191 -1.234 -0.105 0.1876
C -2.018 -0.688 0.396 -1.0579
C -0.440 1.093 0.450 -0.9051
N 2.120 0.339 -1.116 -0.6541
N 3.649 0.208 0.627 -0.5148
N -0.702 -0.259 0.060 0.1012
S 0.007 -2.906 -0.136 -0.2873
H 2.367 -1.700 -0.684 0.3699
H 2.933 -1.366 1.800 0.3515
H 3.789 1.664 -0.788 0.4016
H -2.802 0.082 0.638 0.3003
H -2.484 -1.478 -0.297 0.3283
H -1.904 -1.384 1.179 0.4454
H -1.425 1.622 0.201 0.3515
H -0.346 1.145 1.629 0.2612
H 0.401 1.378 -0.261 0.3894

<b>
19
Properties=species:S:1:pos:R:3:mulliken_charge:R:1 method="wB97M-V/def2-TZVPD" e_lumo_ev=-2.5 gap_ev=4.17 multiplicity=1 total_charge=0 mol_weight_g_mol=155.226 homo_ev=-6.66
C -2.675 -0.183 -0.669 -0.2774
C -2.445 1.146 -0.340 -0.4696
C -1.522 -0.108 1.083 -0.3993
C 1.230 1.276 -0.130 0.5266
C 1.536 -0.701 -1.203 -0.8683
C 1.948 -0.474 1.250 -0.5501
N -2.151 -0.941 0.266 -0.6195
N -1.672 1.164 0.779 -0.5873
N 1.732 0.121 -0.047 0.0472
S 0.681 2.493 -0.885 -0.0796
H -3.297 -0.640 -1.318 0.5697
H -2.685 2.041 -0.908 0.4157
H -0.889 -0.487 1.946 0.4813
H 1.546 -0.104 -2.177 0.3042
H 2.203 -1.571 -1.226 0.3203
H 0.568 -1.173 -1.102 0.4046
H 2.458 0.129 1.927 0.3608
H 1.017 -0.564 1.703 0.1431
H 2.417 -1.424 1.049 0.2776

<c>
19
Properties=species:S:1:pos:R:3:mulliken_charge:R:1 method="wB97M-V/def2-TZVPD" e_lumo_ev=0.6 gap_ev=8.90 multiplicity=1 total_charge=0 mol_weight_g_mol=155.226 homo_ev=-8.30
C 1.623 -0.344 -3.074 -0.5104
C 2.854 -0.661 -2.545 -0.3673
C 0.941 -0.194 -1.000 0.8668
C 0.355 -0.071 0.335 0.0470
C 0.964 -0.700 2.588 -0.9654
C -1.813 0.583 -0.728 -0.9088
N 0.569 -0.073 -2.187 -0.4214
N 1.149 -0.531 1.205 -0.4179
N -0.969 0.216 0.380 -0.1853
S 2.596 -0.888 -0.789 -0.0527
H 1.635 -0.134 -4.102 0.3775
H 3.681 -1.120 -2.943 0.4695
H 1.686 0.036 3.082 0.2763
H 1.390 -1.620 2.912 0.3026
H 0.000 -0.508 2.956 0.3496
H -2.745 1.087 -0.357 0.3289
H -1.342 1.435 -1.172 0.3433
H -1.888 -0.213 -1.445 0.2955
H -1.398 -0.148 1.206 0.1721

Which of them is most stable, and which least? Most stable: <c>; least stable: <b>.

<a>
43
Properties=species:S:1:pos:R:3:mulliken_charge:R:1 method="wB97M-V/def2-TZVPD" e_lumo_ev=0.3 gap_ev=8.68 multiplicity=1 total_charge=0 mol_weight_g_mol=294.351 homo_ev=-8.33
C 3.479 -3.427 2.942 -1.1905
H 3.512 -2.392 3.261 0.3560
C 1.943 -3.493 2.259 -1.1012
H 1.278 -3.488 2.991 0.7319
C 1.781 -2.709 0.980 1.0393
C 2.753 -2.942 -0.076 -2.4231
H 2.574 -3.872 -0.498 0.4871
H 3.597 -3.033 0.193 0.8315
H 2.475 -2.181 -0.782 0.3647
H 2.087 -1.598 1.513 0.0890
C 0.229 -2.537 1.027 -0.2210
N -0.094 -2.012 -0.330 -0.1653
C -0.097 -0.647 -0.665 0.6595
O -0.141 0.188 0.607 -0.8028
N -0.314 -0.142 -1.804 -0.1186
C -0.295 1.245 -2.112 0.1933
C -0.352 2.314 -1.398 0.3005
C -0.575 3.596 -1.733 0.7280
C -0.974 3.922 -3.106 -0.8511
C -0.716 2.822 -3.896 -0.2987
C -0.647 1.400 -3.545 -1.2924
H -0.453 0.669 -4.038 0.6532
H -0.930 3.011 -4.937 0.3262
H -0.868 4.892 -3.317 0.4852
O -1.026 4.642 -0.899 -0.4228
C -0.632 4.605 0.416 -1.1940
H -0.578 5.479 0.726 0.4427
H 0.264 4.182 0.790 0.4649
H -1.246 3.872 0.914 0.4245
H -0.277 2.154 -0.248 0.1956
H -0.333 -0.722 -2.439 -0.1274
H 0.069 -2.541 -1.312 0.3811
C -0.508 -1.802 1.955 0.6462
O 0.000 -1.559 2.895 -0.4899
O -1.740 -1.854 1.564 -0.4400
C -2.718 -0.968 2.636 -1.1050
H -2.709 -1.568 3.423 0.4156
H -3.435 -1.040 2.210 0.5054
H -2.319 -0.034 2.569 0.3573
H -0.045 -3.593 0.961 0.3339
H 2.092 -4.523 1.816 0.2665
H 3.705 -4.201 3.964 0.2697
H 4.299 -3.773 2.259 0.2954

<b>
43
Properties=species:S:1:pos:R:3:mulliken_charge:R:1 method="wB97M-V/def2-TZVPD" e_lumo_ev=-0.2 gap_ev=8.06 multiplicity=1 total_charge=0 mol_weight_g_mol=294.351 homo_ev=-8.26
O -3.932 -0.324 -6.431 -0.6308
N -4.331 0.398 -5.539 1.0060
O -5.303 1.123 -5.627 -0.6243
C -3.611 0.395 -4.303 -0.1705
C -2.488 -0.421 -4.158 -0.3882
C -1.802 -0.420 -2.970 -0.5579
C -2.218 0.392 -1.902 0.3960
C -3.345 1.205 -2.061 -0.1284
C -4.034 1.204 -3.255 -0.5917
H -4.905 1.826 -3.393 0.4439
H -3.686 1.839 -1.259 0.4004
O -1.475 0.313 -0.789 -0.1741
C -1.808 1.101 0.344 -0.8590
C -0.789 0.797 1.434 -0.3952
C -0.934 -0.628 1.963 -0.5990
C 0.206 -1.026 2.900 -0.8699
H -0.080 -1.933 3.437 0.4255
C 1.522 -1.316 2.167 -0.8096
N 2.119 -0.105 1.626 0.4197
C 2.837 -0.269 0.374 -0.8112
C 4.224 -0.894 0.570 -0.5514
O 4.999 -0.123 1.464 -0.3978
C 4.355 0.003 2.714 -0.5355
C 2.957 0.622 2.566 -0.8373
H 2.464 0.661 3.538 0.3813
H 3.064 1.643 2.187 0.3583
H 4.997 0.641 3.323 0.3700
H 4.282 -0.987 3.193 0.2872
H 4.779 -0.916 -0.369 0.3656
H 4.123 -1.922 0.953 0.3186
H 2.240 -0.873 -0.311 0.3829
H 2.965 0.729 -0.060 0.3612
H 2.197 -1.840 2.860 0.2898
H 1.311 -1.995 1.338 0.5185
H 0.361 -0.237 3.637 0.2394
H -1.884 -0.718 2.497 0.3819
H -0.961 -1.317 1.117 0.2617
H -0.924 1.511 2.248 0.4622
H 0.215 0.919 1.029 0.0492
H -1.774 2.166 0.078 0.4773
H -2.822 0.852 0.686 0.4658
H -0.930 -1.038 -2.828 0.4182
H -2.179 -1.039 -4.986 0.4510

Which of them is most stable, and which least? Most stable: <b>; least stable: <a>.

<a>
39
Properties=species:S:1:pos:R:3:mulliken_charge:R:1 method="wB97M-V/def2-TZVPD" e_lumo_ev=0.1 gap_ev=7.93 multiplicity=1 total_charge=0 mol_weight_g_mol=641.712 homo_ev=-7.83
Pt 0.541 0.971 0.212 0.6422
Cl -6.549 0.466 0.043 -0.2305
C -4.834 0.290 -0.190 0.5413
C -4.033 -0.059 0.881 -0.8588
C -2.672 -0.198 0.682 0.9671
Cl -1.693 -0.691 2.030 -0.2063
C -2.058 0.017 -0.563 -0.4485
O -0.767 -0.136 -0.795 -0.9182
C -2.926 0.363 -1.612 0.6198
Cl -2.245 0.638 -3.182 -0.2036
C -4.292 0.496 -1.445 -0.8288
H -4.460 -0.232 1.859 0.4250
H -4.918 0.765 -2.283 0.4226
O 1.702 2.393 1.188 -0.6042
C 0.713 3.197 1.171 1.1083
O -0.361 2.762 0.638 -0.5005
C 0.792 4.553 1.729 -0.2164
C 1.976 4.986 2.309 -0.5588
C 2.085 6.267 2.849 -0.9563
C 0.969 7.063 2.774 0.9932
O 0.821 8.339 3.221 -0.4875
C -0.523 8.721 2.915 -0.2243
O -1.150 7.625 2.256 -0.4837
C -0.215 6.629 2.193 0.8800
C -0.343 5.379 1.658 -1.0577
H 2.818 4.309 2.337 0.4712
H 2.998 6.622 3.305 0.4253
H -0.508 9.587 2.251 0.2467
H -1.054 8.942 3.843 0.2503
H -1.258 5.029 1.203 0.5132
N 4.372 -2.421 1.179 -0.5741
N 3.518 -1.619 0.443 1.2193
N 3.697 -1.418 -0.845 -0.8420
C 2.623 -0.711 -1.148 -0.0749
N 1.846 -0.536 -0.068 0.0436
N 2.448 -1.119 0.956 -0.5565
H 5.320 -2.168 0.925 0.2906
H 4.197 -2.219 2.158 0.3146
H 2.367 -0.368 -2.134 0.4572

<b>
39
Properties=species:S:1:pos:R:3:mulliken_charge:R:1 method="wB97M-V/def2-TZVPD" e_lumo_ev=-0.5 gap_ev=7.07 multiplicity=1 total_charge=0 mol_weight_g_mol=641.712 homo_ev=-7.54
Pt 0.105 -0.538 0.334 0.9798
Cl 1.958 5.127 -3.948 -0.2318
C 1.885 3.710 -2.954 0.4961
C 0.705 3.384 -2.314 -0.8851
C 0.662 2.264 -1.507 0.8010
Cl -0.819 1.851 -0.716 -0.2421
C 1.775 1.420 -1.284 0.1501
O 1.805 0.390 -0.494 -1.0800
C 2.944 1.795 -1.997 0.3799
Cl 4.331 0.790 -1.804 -0.2112
C 3.008 2.912 -2.802 -0.7915
H -0.172 4.003 -2.441 0.4085
H 3.930 3.159 -3.310 0.4202
O -1.164 -2.307 0.664 -0.6506
C -1.254 -2.474 -0.588 0.9847
O -0.691 -1.639 -1.358 -0.6812
C -2.005 -3.615 -1.157 0.0172
C -2.322 -4.703 -0.359 -0.6269
C -3.001 -5.804 -0.879 -0.8637
C -3.346 -5.753 -2.207 0.9308
O -4.006 -6.687 -2.950 -0.4822
C -4.095 -6.160 -4.271 -0.2146
O -3.505 -4.868 -4.273 -0.4807
C -3.036 -4.657 -3.005 0.9803
C -2.359 -3.575 -2.515 -1.1216
H -2.027 -4.689 0.681 0.4202
H -3.244 -6.661 -0.266 0.4307
H -5.144 -6.089 -4.566 0.2436
H -3.555 -6.814 -4.962 0.2490
H -2.096 -2.725 -3.128 0.4752
N 1.380 -0.649 5.402 -0.5609
N 0.708 -0.256 4.283 1.2599
N -0.452 0.361 4.342 -0.8652
C -0.676 0.624 3.070 -0.0339
N 0.345 0.200 2.310 -0.1127
N 1.218 -0.387 3.101 -0.5256
H 0.740 -0.993 6.102 0.2842
H 2.116 -1.294 5.157 0.3040
H -1.537 1.155 2.705 0.4460

Which of them is most stable, and which least? Most stable: <a>; least stable: <b>.